Entry 1:
The following is a DFT calculation (wB97M-V/def2-TZVPD) of C15H6F2N3S2Ta as an isolated structure at a distorted geometry.

The value obtained for the HOMO-LUMO gap is 6.23 eV.

Structure (ORCA input):
```
! RIJCOSX wB97M-V def2-TZVPD def2/J DEFGRID3
* xyz 2 1
Ta 0.888 0.397 0.829
S 2.004 2.238 1.763
C 1.845 2.707 -0.037
S 1.284 1.475 -1.218
C 2.265 3.932 -0.412
C 2.822 4.888 0.447
N 3.179 5.732 1.196
C 2.392 4.141 -1.810
N 2.428 4.456 -2.912
F -4.101 2.080 -0.057
C -3.250 1.010 0.192
C -2.018 1.243 0.816
C -1.126 0.144 1.001
C -1.592 -1.183 0.610
C -2.937 -1.336 0.068
F -3.450 -2.620 -0.123
C -3.710 -0.221 -0.238
C -0.478 -2.134 0.289
C -0.476 -3.223 -0.539
C 0.831 -3.880 -0.713
C 1.982 -3.446 -0.104
C 1.927 -2.318 0.687
N 0.742 -1.621 0.902
H -1.706 2.245 1.046
H -4.639 -0.347 -0.817
H -1.404 -3.549 -1.041
H 0.692 -4.862 -1.138
H 2.898 -4.102 0.009
H 2.706 -1.847 1.301
*
```

Löwdin population analysis, charges in e, atoms 1 to 8: 1.38, 0.66, -0.92, 0.72, -0.34, -0.17, 0.26, -0.21

Entry 2:
The following is a DFT calculation (wB97M-V/def2-TZVPD) of C15H7Br2CoN4OSTe as an isolated structure at a distorted geometry.

Its energy above the lowest of the compared OMol25 structures with the same formula, charge and spin is 15.34 kcal per mole. The value obtained for the HOMO-LUMO gap (alpha / beta) is 7.22 / 4.64 eV.

Structure (ORCA input):
```
! RIJCOSX wB97M-V def2-TZVPD def2/J DEFGRID3
* xyz 0 5
Co 0.941 -0.151 0.598
Br -0.682 -3.677 3.728
C -1.621 -2.864 2.304
C -2.954 -3.179 2.072
C -3.661 -2.542 1.078
Br -5.505 -2.946 0.869
C -3.052 -1.574 0.248
C -3.700 -0.861 -0.777
C -2.997 0.092 -1.472
C -1.652 0.318 -1.174
N -1.010 -0.334 -0.220
C -1.692 -1.258 0.498
C -0.953 -1.871 1.569
O 0.220 -1.451 1.848
H -3.441 -3.905 2.706
H -4.739 -1.053 -0.995
H -3.476 0.676 -2.241
H -1.087 1.051 -1.735
N 6.710 -0.897 2.144
C 5.837 -0.885 1.392
N 4.923 -0.846 0.493
C 3.711 -0.740 0.352
N 2.587 -0.595 0.001
Te 1.137 2.244 1.578
C 1.718 3.016 -0.273
C 1.658 2.384 -1.489
C 2.040 3.206 -2.560
C 2.372 4.464 -2.155
S 2.253 4.656 -0.458
H 1.383 1.345 -1.581
H 2.043 2.888 -3.586
H 2.689 5.290 -2.760
*
```

Löwdin population analysis, charges in e, atoms 1 to 8: 0.42, 0.79, -0.60, -0.17, -0.62, 0.77, -0.19, -0.01

Entry 3:
The following is a DFT calculation (wB97M-V/def2-TZVPD) of a single C15H8BrNO4 molecule at a distorted geometry.

As for the SMILES: O=NOCc1ccc2c(c1Br)C(=O)c1ccccc1C2=O. The value obtained for the HOMO-LUMO gap is 7.29 eV.

Structure (ORCA input):
```
! RIJCOSX wB97M-V def2-TZVPD def2/J DEFGRID3
* xyz 0 1
O 1.590 2.334 -2.870
N 0.828 3.306 -2.714
O -0.142 3.306 -3.645
C -1.494 3.391 -3.002
C -1.391 2.481 -1.634
C -1.479 3.079 -0.095
C -1.326 2.105 1.246
C -1.070 0.496 1.053
C -0.985 -0.075 -0.514
C -1.139 0.855 -1.855
Br -1.019 0.052 -3.689
C -0.680 -1.715 -0.634
O -1.286 -2.520 -1.526
C 0.439 -2.281 0.473
C 1.636 -3.350 0.111
C 2.685 -3.787 1.315
C 2.566 -3.239 2.881
C 1.374 -2.172 3.243
C 0.362 -1.705 2.041
C -0.851 -0.584 2.311
O -1.581 -0.543 3.437
H -1.690 4.530 -2.819
H -2.317 2.924 -3.730
H -1.630 4.244 0.099
H -1.357 2.514 2.348
H 1.749 -3.753 -0.985
H 3.589 -4.533 1.098
H 3.345 -3.599 3.702
H 1.275 -1.766 4.353
*
```

Löwdin population analysis, charges in e, atoms 1 to 8: 0.02, -0.05, -0.18, -0.13, -0.14, 0.01, 0.01, -0.02

Entry 4:
The following is a DFT calculation (wB97M-V/def2-TZVPD) of C15H9AsBrN3OS4Tl as an isolated structure.

Its energy above the lowest of the compared OMol25 structures with the same formula, charge and spin is 30.89 kcal per mole. The value obtained for the HOMO-LUMO gap (alpha / beta) is 5.24 / 4.74 eV.

Structure (ORCA input):
```
! RIJCOSX wB97M-V def2-TZVPD def2/J DEFGRID3
* xyz -1 1
Tl -0.599 0.836 -0.655
Br 7.287 -2.677 1.222
C 6.571 -2.747 -0.531
C 7.330 -2.292 -1.595
C 6.797 -2.355 -2.870
C 5.508 -2.831 -3.077
C 4.767 -3.307 -2.001
C 5.298 -3.265 -0.727
N 5.089 -2.971 -4.436
N 3.924 -2.785 -4.807
C 2.899 -2.282 -3.986
C 1.682 -2.929 -4.115
C 0.602 -2.681 -3.287
C 0.664 -1.698 -2.277
O -0.271 -1.473 -1.457
C 1.890 -0.891 -2.257
N 1.891 0.159 -1.410
C 2.924 0.962 -1.362
C 4.038 0.803 -2.202
C 4.058 -0.251 -3.073
C 2.989 -1.173 -3.099
H 8.326 -1.906 -1.434
H 7.377 -2.035 -3.723
H 3.767 -3.691 -2.150
H 4.721 -3.624 0.113
H 1.617 -3.703 -4.870
H -0.313 -3.246 -3.386
H 2.876 1.776 -0.648
H 4.852 1.512 -2.165
H 4.886 -0.372 -3.761
S -2.504 2.223 3.071
As -0.730 1.110 2.946
S 1.007 1.612 1.909
S -1.814 -0.532 2.058
S -0.251 0.724 5.057
*
```

Löwdin population analysis, charges in e, atoms 1 to 8: 0.66, 0.71, -0.70, -0.13, -0.04, -0.29, -0.02, -0.11

Entry 5:
The following is a DFT calculation (wB97M-V/def2-TZVPD) of C15H9Cl2N3O5Pd as an isolated structure at a distorted geometry.

Its energy above the lowest of the compared OMol25 structures with the same formula, charge and spin is 13.53 kcal per mole. The value obtained for the HOMO-LUMO gap is 7.46 eV.

Structure (ORCA input):
```
! RIJCOSX wB97M-V def2-TZVPD def2/J DEFGRID3
* xyz 0 1
Pd 0.059 0.064 0.052
C -2.976 1.588 -1.803
C -1.608 2.167 -1.788
N -0.565 1.653 -1.172
C 0.511 2.477 -1.392
C 0.112 3.521 -2.166
N -1.223 3.305 -2.403
C 0.774 4.729 -2.718
O 2.048 4.880 -2.440
O 0.125 5.503 -3.382
C 1.804 2.146 -0.745
O 2.788 2.863 -0.923
O 1.785 1.075 -0.034
H -2.966 0.653 -1.244
H -3.301 1.383 -2.823
H -3.691 2.272 -1.345
H -1.786 3.939 -2.950
H 2.402 4.134 -1.865
Cl -4.000 -2.763 0.187
C -2.832 -2.506 1.432
C -2.995 -3.147 2.671
C -2.104 -2.957 3.688
Cl -2.358 -3.740 5.216
C -0.988 -2.107 3.510
C -0.031 -1.787 4.500
C 0.980 -0.911 4.214
C 1.075 -0.360 2.925
N 0.210 -0.658 1.988
C -0.832 -1.502 2.249
C -1.760 -1.670 1.184
O -1.551 -1.066 0.039
H -3.851 -3.791 2.814
H -0.119 -2.229 5.482
H 1.715 -0.641 4.958
H 1.875 0.317 2.649
*
```

Löwdin population analysis, charges in e, atoms 1 to 8: 1.07, 0.02, -0.31, 0.05, -0.12, -0.07, 0.19, -0.49

Entry 6:
The following is a DFT calculation (wB97M-V/def2-TZVPD) of C15H9ClLiNO8 as an isolated structure.

Its energy above the lowest of the compared OMol25 structures with the same formula, charge and spin is 0.00 kcal per mole. The value obtained for the HOMO-LUMO gap is 6.57 eV.

Structure (ORCA input):
```
! RIJCOSX wB97M-V def2-TZVPD def2/J DEFGRID3
* xyz -2 1
Li -1.051 -1.263 0.041
O -1.014 3.485 0.088
C -1.364 2.257 0.574
O -0.676 1.654 1.342
C -2.741 1.837 0.123
C -3.721 2.786 -0.099
C -5.010 2.329 -0.356
C -5.239 0.970 -0.399
C -4.167 0.089 -0.223
N -2.941 0.525 0.038
C -4.376 -1.431 -0.376
O -5.575 -1.772 -0.485
O -3.333 -2.097 -0.395
H -0.115 3.612 0.431
H -3.482 3.838 -0.047
H -5.818 3.035 -0.518
H -6.210 0.533 -0.583
C 0.685 -0.411 -0.857
C 1.903 -0.307 -0.708
C 3.322 -0.282 -0.555
C 4.000 -1.364 0.036
C 5.378 -1.351 0.185
C 6.134 -0.263 -0.248
C 5.478 0.819 -0.825
C 4.098 0.811 -0.973
H 3.404 -2.195 0.396
H 5.868 -2.199 0.649
H 7.211 -0.257 -0.129
H 6.047 1.680 -1.161
H 3.589 1.655 -1.421
O -0.407 -2.026 1.795
Cl -0.048 -3.365 1.295
O -0.824 -4.365 1.991
O 1.363 -3.604 1.503
O -0.367 -3.364 -0.128
*
```

Löwdin population analysis, charges in e, atoms 1 to 8: 0.55, 0.07, -0.47, 0.12, -0.20, -0.03, -0.08, -0.01

Entry 7:
The following is a DFT calculation (wB97M-V/def2-TZVPD) of C16H10BBrF4N2OV as an isolated structure at a distorted geometry.

Its energy above the lowest of the compared OMol25 structures with the same formula, charge and spin is 4.18 kcal per mole. The value obtained for the HOMO-LUMO gap (alpha / beta) is 7.18 / 7.19 eV.

Structure (ORCA input):
```
! RIJCOSX wB97M-V def2-TZVPD def2/J DEFGRID3
* xyz 1 3
V -0.307 0.376 0.287
Br 3.535 -4.335 4.282
C 2.362 -3.066 3.539
C 1.054 -2.969 4.020
C 0.178 -2.040 3.500
C 0.582 -1.189 2.471
O -0.289 -0.271 2.027
C 1.905 -1.293 1.971
C 2.429 -0.420 0.955
N 1.683 0.355 0.244
C 2.120 1.391 -0.623
C 3.294 1.437 -1.317
C 3.597 2.559 -2.122
C 2.737 3.615 -2.205
C 1.512 3.595 -1.493
C 0.591 4.666 -1.491
C -0.561 4.583 -0.756
C -0.825 3.404 -0.045
N 0.012 2.386 -0.025
C 1.194 2.468 -0.723
C 2.787 -2.231 2.535
H 0.731 -3.629 4.813
H -0.828 -1.951 3.883
H 3.509 -0.407 0.815
H 3.997 0.615 -1.266
H 4.529 2.571 -2.669
H 2.980 4.478 -2.812
H 0.810 5.554 -2.071
H -1.278 5.389 -0.728
H -1.747 3.285 0.510
H 3.804 -2.298 2.169
F -2.569 -1.697 0.182
B -3.279 -0.608 0.006
F -0.828 -0.088 -1.408
F -4.508 -0.621 -0.416
F -2.715 0.566 0.350
*
```

Löwdin population analysis, charges in e, atoms 1 to 8: 1.16, 0.79, -0.69, -0.08, 0.02, -0.29, -0.17, -0.12

Entry 8:
The following is a DFT calculation (wB97M-V/def2-TZVPD) of C16H10BrCl5Pb as an isolated structure at a distorted geometry.

Its energy above the lowest of the compared OMol25 structures with the same formula, charge and spin is 0.00 kcal per mole. The value obtained for the HOMO-LUMO gap (alpha / beta) is 5.46 / 6.18 eV.

Structure (ORCA input):
```
! RIJCOSX wB97M-V def2-TZVPD def2/J DEFGRID3
* xyz 0 1
C 0.636 -3.096 -1.105
C 1.919 -2.558 -0.841
C 1.916 -2.064 0.516
H 2.754 -2.536 -1.540
C 0.613 -2.319 1.061
C -0.160 -2.965 0.069
H -1.190 -3.304 0.162
H 0.304 -3.514 -2.058
H 2.767 -1.626 1.033
H 0.282 -2.093 2.074
Pb 1.739 0.435 -0.515
Br 2.886 1.578 -2.650
C -1.895 1.073 -2.546
C -2.645 -0.038 -2.044
C -2.184 -1.221 -2.698
H -3.424 -0.002 -1.293
C -1.128 -0.851 -3.582
C -0.939 0.559 -3.476
H -0.173 1.128 -3.995
H -2.005 2.111 -2.256
H -2.553 -2.233 -2.535
H -0.541 -1.528 -4.201
Cl 3.231 1.639 1.628
C 1.591 1.957 2.231
C 0.539 1.358 1.597
C -0.732 1.395 2.136
Cl -1.991 0.421 1.500
C -0.984 2.236 3.262
Cl -2.566 2.427 3.857
C 0.079 2.973 3.837
Cl -0.235 4.154 5.021
C 1.398 2.803 3.341
Cl 2.693 3.699 4.009
*
```

Löwdin population analysis, charges in e, atoms 1 to 8: -0.12, -0.18, -0.28, 0.10, -0.14, -0.07, 0.11, 0.10

Entry 9:
The following is a DFT calculation (wB97M-V/def2-TZVPD) of C16H10IIrNO2 as an isolated structure.

Its energy above the lowest of the compared OMol25 structures with the same formula, charge and spin is 2.54 kcal per mole. The value obtained for the HOMO-LUMO gap (alpha / beta) is 7.58 / 6.08 eV.

Structure (ORCA input):
```
! RIJCOSX wB97M-V def2-TZVPD def2/J DEFGRID3
* xyz 1 5
Ir 0.536 -1.705 -1.326
O 4.038 -2.803 0.376
C 2.880 -2.592 0.161
O 2.314 -2.585 -1.035
C 1.902 -2.279 1.276
C 2.251 -2.415 2.603
C 1.288 -2.148 3.565
C 0.021 -1.752 3.166
C -0.249 -1.630 1.815
N 0.679 -1.890 0.893
H 3.255 -2.729 2.851
H 1.521 -2.252 4.616
H -0.754 -1.538 3.888
H -1.218 -1.315 1.447
I -2.171 -1.850 -1.786
C -2.205 0.234 -1.530
C -3.417 0.880 -1.461
C -3.454 2.273 -1.343
C -2.287 2.993 -1.300
C -1.040 2.343 -1.369
C 0.169 3.083 -1.335
C 1.393 2.455 -1.411
C 1.454 1.071 -1.515
C 0.296 0.264 -1.522
C -0.981 0.932 -1.482
H -4.342 0.320 -1.504
H -4.410 2.774 -1.292
H -2.313 4.072 -1.213
H 0.114 4.162 -1.255
H 2.304 3.037 -1.395
H 2.423 0.590 -1.583
*
```

Löwdin population analysis, charges in e, atoms 1 to 8: 1.21, 0.15, -0.56, -0.22, -0.18, 0.04, -0.01, -0.02

Entry 10:
The following is a DFT calculation (wB97M-V/def2-TZVPD) of C16H10N5O3Pt as an isolated structure.

Its energy above the lowest of the compared OMol25 structures with the same formula, charge and spin is 0.00 kcal per mole. The value obtained for the HOMO-LUMO gap is 7.70 eV.

Structure (ORCA input):
```
! RIJCOSX wB97M-V def2-TZVPD def2/J DEFGRID3
* xyz -1 1
Pt -0.877 -1.190 -0.041
O 2.662 2.844 0.048
C 3.454 1.755 0.047
C 4.834 1.963 0.069
C 5.702 0.888 0.067
C 5.218 -0.417 0.043
C 3.851 -0.624 0.022
C 2.956 0.445 0.023
C 1.497 0.159 0.002
O 1.129 -1.072 -0.011
N 0.680 1.186 -0.002
N -0.649 0.749 -0.017
C -1.596 1.617 -0.001
C -3.008 1.293 0.007
C -3.889 2.391 0.031
C -5.252 2.245 0.046
C -5.775 0.942 0.036
C -4.951 -0.150 0.013
C -3.534 -0.026 -0.002
O -2.861 -1.141 -0.022
H 1.729 2.523 0.026
H 5.195 2.983 0.087
H 6.770 1.069 0.084
H 5.896 -1.259 0.042
H 3.440 -1.624 0.005
H -1.301 2.664 0.014
H -3.455 3.386 0.039
H -5.903 3.108 0.065
H -6.849 0.794 0.047
H -5.347 -1.157 0.005
N 1.591 -6.945 -0.304
C 0.658 -6.263 -0.210
N -0.461 -5.595 -0.097
C -0.623 -4.332 -0.090
N -0.930 -3.210 -0.071
*
```

Löwdin population analysis, charges in e, atoms 1 to 8: 1.20, 0.04, -0.28, -0.03, -0.10, -0.10, -0.02, -0.08

Entry 11:
The following is a DFT calculation (wB97M-V/def2-TZVPD) of a 2-piece molecular cluster, C16H11Cl2N2O4S overall at a distorted geometry.

The value obtained for the HOMO-LUMO gap is 3.81 eV.

Structure (ORCA input):
```
! RIJCOSX wB97M-V def2-TZVPD def2/J DEFGRID3
* xyz -1 1
N -5.643 -0.085 3.787
C -4.481 -0.195 3.689
C -3.060 -0.325 3.547
C -2.472 -1.597 3.442
C -1.112 -1.716 3.200
C -0.289 -0.567 3.082
C 1.136 -0.710 2.822
C 2.048 0.208 3.312
N 3.379 -0.169 3.409
O 4.288 0.595 3.817
O 3.612 -1.362 3.060
C -0.880 0.704 3.276
C -2.250 0.816 3.501
H -3.095 -2.487 3.550
H -0.644 -2.700 3.108
H 1.444 -1.718 2.548
H 1.761 1.202 3.648
H -0.257 1.601 3.236
H -2.702 1.801 3.640
Cl 2.770 0.609 -8.159
C 2.313 0.299 -6.532
C 1.331 1.088 -5.921
C 0.939 0.812 -4.604
C 1.518 -0.248 -3.912
S 0.887 -0.688 -2.249
C 1.944 0.028 -1.097
Cl 1.837 -0.267 0.495
O -0.418 -0.058 -2.205
O 0.995 -2.132 -2.202
C 2.512 -1.021 -4.509
C 2.915 -0.749 -5.823
H 0.866 1.898 -6.473
H 0.162 1.415 -4.141
H 2.711 0.714 -1.432
H 2.962 -1.851 -3.971
H 3.678 -1.355 -6.303
*
```

Löwdin population analysis, charges in e, atoms 1 to 8: 0.14, -0.18, -0.24, -0.02, 0.00, -0.20, -0.17, -0.09

Entry 12:
The following is a DFT calculation (wB97M-V/def2-TZVPD) of a single C16H11ClN4 molecule at a distorted geometry.

Its energy above the lowest of the compared OMol25 structures with the same formula, charge and spin is 30.91 kcal per mole. As for the SMILES: Clc1ccc(-n2cnn3c(-c4ccccc4)ncc23)cc1. The value obtained for the HOMO-LUMO gap is 7.86 eV.

Structure (ORCA input):
```
! RIJCOSX wB97M-V def2-TZVPD def2/J DEFGRID3
* xyz 0 1
Cl 0.167 4.700 5.779
C 0.086 3.626 4.269
C 1.167 2.836 3.746
C 0.803 2.104 2.603
C -0.439 2.124 2.015
N -0.738 1.320 0.889
C -1.900 0.483 0.631
N -1.700 -0.404 -0.273
N -0.367 -0.275 -0.633
C 0.552 -0.834 -1.481
C 0.386 -2.071 -2.311
C -0.532 -3.075 -1.927
C -0.605 -4.232 -2.677
C 0.229 -4.410 -3.839
C 1.083 -3.399 -4.254
C 1.257 -2.292 -3.438
N 1.620 0.010 -1.410
C 1.440 1.082 -0.562
C 0.202 0.761 0.028
C -1.439 2.810 2.631
C -1.143 3.611 3.773
H 2.267 2.919 4.076
H 1.595 1.544 2.130
H -2.872 0.656 1.042
H -1.225 -2.890 -1.072
H -1.313 -4.999 -2.425
H 0.184 -5.324 -4.356
H 1.640 -3.477 -5.161
H 1.993 -1.556 -3.939
H 2.115 1.841 -0.321
H -2.438 2.739 2.300
H -2.075 4.073 4.164
*
```

Löwdin population analysis, charges in e, atoms 1 to 8: 0.54, -0.57, -0.03, -0.03, -0.22, 0.07, -0.06, 0.14